[1]
{
  "formula": "C31H39N2O2OsS5",
  "method": "the ωB97M-V functional and the def2-TZVPD basis",
  "symbols": ["Os", "S", "S", "S", "S", "S", "O", "O", "N", "N", "C", "C", "C", "C", "C", "C", "C", "C", "C", "C", "C", "C", "C", "C", "C", "C", "C", "C", "C", "C", "C", "C", "C", "C", "C", "C", "C", "C", "C", "C", "C", "H", "H", "H", "H", "H", "H", "H", "H", "H", "H", "H", "H", "H", "H", "H", "H", "H", "H", "H", "H", "H", "H", "H", "H", "H", "H", "H", "H", "H", "H", "H", "H", "H", "H", "H", "H", "H", "H", "H"],
  "coordinates": [[-0.351, -0.064, -1.505], [-5.018, 2.991, 3.633], [-4.246, 1.903, 0.968], [-2.273, 2.020, 3.020], [-2.534, 0.753, -1.133], [-0.078, -0.679, 0.616], [-0.740, -1.804, -2.728], [1.325, -1.307, -2.226], [-1.259, -1.474, 1.341], [0.487, 1.641, -0.781], [-4.059, -2.607, 1.332], [3.271, 1.019, -1.112], [-0.955, -2.746, 1.842], [2.750, 4.056, -3.353], [-1.816, -3.805, 1.447], [-3.090, -3.577, 0.649], [0.496, -2.087, -2.781], [4.032, 1.533, 0.113], [2.061, -1.353, 3.046], [-0.153, -1.000, 4.272], [-0.832, 3.853, -2.062], [4.191, 0.200, -2.014], [0.950, -3.348, -3.451], [2.611, 2.170, -1.847], [-0.279, 1.029, 1.367], [0.069, -3.037, 2.783], [-0.418, -5.414, 2.601], [-3.904, 2.342, 2.599], [-0.992, 4.888, -0.946], [0.630, 3.544, -2.310], [1.406, 4.328, -3.159], [-1.730, 1.405, 1.478], [0.334, -4.370, 3.100], [-1.565, 4.310, -3.321], [1.259, 2.477, -1.663], [0.811, -2.011, 3.643], [-1.519, -5.109, 1.815], [-2.835, -3.162, -0.797], [-2.654, 1.344, 0.496], [3.344, 2.988, -2.700], [0.460, 1.946, 0.461], [0.176, 1.031, 2.360], [4.395, 2.781, -2.861], [-3.646, -1.600, 1.339], [-1.315, 2.930, -1.736], [0.782, -4.177, -2.761], [0.394, -0.226, 4.818], [2.486, 0.343, -0.771], [5.063, 0.774, -2.339], [2.639, -0.883, 3.847], [-0.819, -1.503, 4.975], [-4.255, -2.909, 2.363], [-2.420, -2.159, -0.844], [4.555, -0.673, -1.469], [-3.585, -4.555, 0.624], [-1.235, 5.298, -3.653], [1.835, -0.595, 2.300], [-0.787, -0.531, 3.523], [-0.522, 5.835, -1.227], [-2.049, 5.072, -0.748], [-2.635, 4.372, -3.117], [-5.011, -2.592, 0.793], [-1.418, 3.607, -4.143], [0.357, -3.529, -4.345], [-2.140, -3.845, -1.290], [2.010, -3.293, -3.689], [-2.175, -5.905, 1.476], [1.138, -4.582, 3.799], [3.651, -0.157, -2.890], [0.983, 2.825, 0.830], [3.375, 2.079, 0.793], [4.837, 2.209, -0.188], [-0.188, -6.440, 2.864], [4.472, 0.700, 0.666], [-0.535, 4.548, -0.015], [-3.773, -3.165, -1.361], [3.338, 4.678, -4.017], [2.692, -2.101, 2.562], [1.196, -2.608, 4.475], [0.949, 5.162, -3.676]],
  "atomic_forces_ev_per_a": [[-0.05, 0.03, 0.00], [0.00, 0.00, 0.00], [-0.01, 0.00, 0.00], [0.00, 0.00, 0.01], [0.03, -0.01, -0.02], [0.01, -0.01, 0.03], [0.10, -0.02, -0.01], [-0.05, -0.05, -0.04], [-0.01, 0.01, 0.00], [0.02, -0.01, -0.02], [0.01, 0.00, 0.01], [0.00, -0.01, -0.01], [0.00, -0.02, 0.00], [-0.01, 0.01, 0.00], [0.01, 0.01, 0.01], [0.00, 0.00, -0.01], [-0.03, 0.06, 0.04], [0.00, 0.01, 0.00], [0.01, -0.01, 0.00], [0.00, 0.00, 0.00], [0.00, -0.01, -0.02], [0.00, -0.01, 0.00], [0.00, 0.00, 0.00], [0.02, 0.01, 0.00], [-0.01, 0.03, 0.02], [0.00, 0.01, -0.02], [0.00, -0.01, -0.01], [0.00, 0.00, 0.00], [0.01, 0.00, 0.00], [0.00, 0.01, 0.02], [0.00, 0.00, -0.01], [0.03, -0.02, 0.00], [0.00, 0.00, 0.01], [0.01, 0.00, -0.01], [-0.03, 0.00, -0.02], [0.00, 0.00, 0.01], [-0.01, 0.00, 0.00], [-0.01, 0.00, 0.00], [-0.03, 0.00, -0.01], [0.00, -0.01, 0.00], [-0.01, -0.02, 0.01], [0.00, 0.00, 0.00], [0.00, 0.00, 0.00], [0.00, 0.00, 0.00], [0.00, 0.02, 0.02], [0.00, 0.00, 0.00], [0.00, 0.00, 0.00], [0.00, 0.00, 0.01], [0.00, 0.01, 0.00], [0.00, 0.00, 0.00], [0.00, 0.00, 0.00], [0.00, 0.00, 0.00], [0.00, 0.00, 0.00], [0.00, 0.00, 0.00], [0.00, 0.00, 0.00], [0.00, 0.00, 0.00], [0.00, 0.00, 0.00], [0.00, 0.00, 0.00], [0.00, 0.00, 0.00], [0.00, 0.00, 0.00], [0.00, 0.00, 0.00], [0.00, 0.00, 0.00], [0.00, 0.00, 0.00], [0.00, 0.00, 0.00], [0.00, 0.00, 0.00], [0.00, 0.00, 0.00], [0.00, 0.00, 0.00], [0.00, 0.00, 0.00], [0.00, 0.00, 0.00], [0.01, 0.00, 0.00], [0.00, 0.00, 0.00], [0.00, 0.00, 0.00], [0.00, 0.00, 0.00], [0.00, 0.00, 0.00], [0.00, 0.00, 0.00], [0.00, 0.00, 0.00], [0.00, 0.00, 0.00], [0.00, 0.00, 0.00], [0.00, 0.00, 0.00], [0.00, 0.00, 0.00]],
  "lowdin_charge": [0.815, 0.460, 0.899, 0.956, 0.538, 0.859, -0.147, -0.132, -0.295, -0.148, -0.067, -0.375, -0.261, -0.077, -0.146, -0.377, -0.699, -0.051, -0.085, -0.068, -0.384, -0.070, 0.010, -0.132, -0.463, -0.146, -0.114, -1.517, -0.046, -0.132, -0.037, -0.655, -0.075, -0.070, -0.146, -0.372, -0.064, -0.075, -1.019, -0.037, -0.148, 0.087, 0.106, 0.055, 0.050, 0.090, 0.078, 0.094, 0.068, 0.073, 0.085, 0.077, 0.010, 0.082, 0.115, 0.068, 0.015, 0.028, 0.081, 0.083, 0.080, 0.073, 0.085, 0.083, 0.075, 0.079, 0.101, 0.101, 0.076, 0.143, 0.068, 0.079, 0.087, 0.079, 0.067, 0.079, 0.098, 0.080, 0.112, 0.105],
  "gap_ev": 6.1,
  "total_charge": -1,
  "e_lumo_ev": 2.281,
  "homo_ha": -0.14190,
  "de_lowest_kcal_mol": 0.00
}


[2]
{
  "formula": "C31H39N4O3",
  "method": "the ωB97M-V functional and the def2-TZVPD basis",
  "symbols": ["O", "O", "O", "N", "N", "N", "N", "C", "C", "C", "C", "C", "C", "C", "C", "C", "C", "C", "C", "C", "C", "C", "C", "C", "C", "C", "C", "C", "C", "C", "C", "C", "C", "C", "C", "C", "C", "C", "H", "H", "H", "H", "H", "H", "H", "H", "H", "H", "H", "H", "H", "H", "H", "H", "H", "H", "H", "H", "H", "H", "H", "H", "H", "H", "H", "H", "H", "H", "H", "H", "H", "H", "H", "H", "H", "H", "H"],
  "coordinates": [[-4.340, 5.888, 0.072], [3.658, 4.902, 2.196], [3.528, -5.072, -1.370], [1.249, -3.840, -0.272], [-2.469, 1.399, -2.438], [-2.787, -3.159, -0.552], [2.308, -0.375, 1.575], [4.374, 2.582, 2.464], [-2.800, 3.960, 0.024], [-1.398, 1.770, -0.460], [2.156, 3.190, 1.553], [-1.977, -1.950, -0.395], [1.513, -5.262, -0.025], [-2.231, -4.420, -0.201], [-3.677, 6.473, 1.207], [-0.558, 1.739, 0.668], [-0.541, -2.252, -0.621], [0.677, 1.100, 0.987], [1.010, -0.260, 1.159], [-4.036, 3.327, -2.470], [-4.501, 4.412, -1.740], [3.493, -3.644, -1.393], [-1.471, 0.944, -1.613], [-2.416, 2.813, -0.666], [3.039, -1.615, 1.804], [1.875, 1.850, 1.393], [2.070, -3.093, -1.248], [-1.023, -4.260, 0.709], [2.855, 0.887, 1.741], [-3.813, -3.206, -1.533], [-3.045, 2.533, -1.894], [3.421, 3.570, 2.084], [2.989, -5.574, -0.137], [-3.866, 4.755, -0.512], [4.882, 5.324, 2.827], [4.098, 1.231, 2.274], [-2.893, 0.894, -3.735], [-0.042, -3.416, -0.073], [-4.441, 3.107, -3.454], [-2.322, -1.173, -1.093], [-4.500, -4.007, -1.222], [-2.761, -0.193, -3.764], [-2.103, -1.567, 0.654], [-0.840, 2.522, 1.398], [-0.829, 0.121, -1.899], [1.421, 3.941, 1.266], [-3.064, -5.018, 0.203], [-4.172, 7.442, 1.327], [3.506, -5.155, 0.750], [1.175, -5.511, 0.986], [0.976, -5.877, -0.769], [-4.329, -2.238, -1.573], [-0.697, -5.267, 0.974], [-1.919, -4.952, -1.123], [1.623, -3.135, -2.264], [5.313, 2.884, 2.923], [-5.338, 5.026, -2.067], [0.369, -1.132, 1.060], [-3.442, -3.460, -2.549], [-2.273, 4.260, 0.930], [3.127, -6.664, -0.194], [-3.840, 5.843, 2.096], [4.822, 0.471, 2.546], [4.139, -3.216, -0.600], [-2.339, 1.356, -4.567], [2.171, -2.039, -0.930], [3.908, -3.389, -2.381], [-1.320, -3.739, 1.634], [-3.956, 1.137, -3.865], [3.532, -1.588, 2.780], [3.811, -1.774, 1.032], [4.821, 6.410, 2.846], [-2.601, 6.607, 1.018], [0.003, -1.663, -1.370], [2.335, -2.452, 1.772], [5.760, 5.004, 2.253], [4.961, 4.932, 3.847]],
  "atomic_forces_ev_per_a": [[0.33, -0.28, -0.13], [0.24, -0.17, 0.24], [-0.23, 0.45, 0.87], [0.71, 0.12, 0.23], [1.94, -0.94, 1.02], [-0.29, 1.26, 0.75], [-0.95, -0.26, -0.26], [-0.57, 0.32, -0.24], [-0.82, 0.88, -0.19], [0.20, -0.02, 1.03], [0.89, 0.87, 0.21], [-0.34, -0.44, 0.59], [0.20, 0.03, -0.65], [-0.46, -0.29, -0.66], [-0.23, -0.40, -0.29], [-0.48, 0.83, -0.83], [0.85, -1.35, -0.31], [0.52, -0.85, 0.27], [0.70, 0.66, -0.23], [-0.29, 0.24, 0.48], [0.61, -0.22, 0.52], [0.14, -0.55, 0.13], [-1.09, 0.77, -1.43], [-0.71, 0.06, -0.46], [-0.08, -0.08, 0.03], [-0.02, -0.97, 0.69], [0.00, -0.55, -0.30], [-0.46, 0.03, 0.07], [0.10, 0.45, 0.09], [-0.09, -0.10, -0.28], [-0.02, 0.68, 0.45], [-0.34, -0.65, -0.21], [0.20, -0.01, -0.42], [0.73, -0.44, 0.38], [-0.37, -0.18, -0.19], [-0.41, 0.23, -0.21], [0.02, -0.39, -0.31], [-0.35, 1.56, -0.94], [-0.04, 0.05, 0.23], [-0.11, -0.42, 0.39], [-0.19, 0.35, -0.34], [-0.03, 0.25, -0.03], [-0.19, 0.08, -0.65], [0.41, -0.07, -0.54], [-0.21, 0.08, 0.03], [0.32, 0.04, 0.16], [0.49, -0.11, 0.36], [0.26, -0.28, 0.11], [0.14, -0.14, -0.47], [0.17, -0.08, -0.27], [0.01, 0.06, 0.29], [-0.11, -0.34, -0.04], [0.15, 0.38, 0.02], [0.21, -0.12, 0.15], [-0.21, 0.14, 0.52], [-0.21, -0.13, -0.22], [0.34, -0.08, -0.06], [0.30, 0.25, -0.06], [-0.11, 0.05, 0.11], [-0.33, -0.04, -0.18], [0.03, 0.41, 0.27], [0.12, 0.24, -0.19], [-0.04, 0.11, 0.00], [-0.08, -0.38, -0.27], [-0.06, -0.09, 0.43], [-0.33, -0.34, -0.16], [-0.19, 0.22, 0.47], [0.07, -0.14, -0.21], [0.38, -0.28, 0.10], [-0.14, 0.01, -0.12], [-0.31, 0.18, 0.23], [0.10, -0.11, 0.03], [-0.32, -0.02, 0.03], [0.06, -0.38, 0.52], [0.15, 0.16, -0.02], [-0.18, 0.08, 0.00], [-0.10, 0.09, -0.13]],
  "lowdin_charge": [-0.091, -0.088, -0.125, -0.073, -0.051, -0.247, -0.072, -0.005, 0.062, -0.099, 0.063, -0.189, -0.140, -0.205, -0.050, 0.115, -0.096, -0.121, 0.039, 0.012, 0.026, -0.181, 0.059, -0.104, -0.002, -0.117, -0.130, -0.090, -0.176, -0.100, -0.183, -0.249, -0.174, -0.235, -0.060, 0.009, 0.016, -0.260, 0.113, 0.084, 0.090, 0.101, 0.127, 0.138, 0.127, 0.125, 0.129, 0.099, 0.130, 0.120, 0.141, 0.085, 0.103, 0.129, 0.136, 0.104, 0.129, 0.109, 0.088, 0.108, 0.136, 0.099, 0.113, 0.108, 0.115, 0.112, 0.135, 0.137, 0.095, 0.100, 0.090, 0.095, 0.097, 0.082, 0.090, 0.096, 0.097],
  "gap_ev": 5.6,
  "total_charge": 1,
  "e_lumo_ev": -4.356,
  "homo_ha": -0.36465,
  "de_lowest_kcal_mol": 6.20
}


[3]
{
  "formula": "C31H39N5O6",
  "method": "the ωB97M-V functional and the def2-TZVPD basis",
  "symbols": ["O", "O", "O", "O", "O", "O", "N", "N", "N", "N", "N", "C", "C", "C", "C", "C", "C", "C", "C", "C", "C", "C", "C", "C", "C", "C", "C", "C", "C", "C", "C", "C", "C", "C", "C", "C", "C", "C", "C", "C", "C", "C", "H", "H", "H", "H", "H", "H", "H", "H", "H", "H", "H", "H", "H", "H", "H", "H", "H", "H", "H", "H", "H", "H", "H", "H", "H", "H", "H", "H", "H", "H", "H", "H", "H", "H", "H", "H", "H", "H", "H"],
  "coordinates": [[-3.766, 2.794, -0.154], [-0.993, -1.250, -1.529], [2.339, -0.969, -1.944], [0.336, -1.016, 0.263], [4.718, 2.449, -0.040], [-3.277, 0.730, 0.686], [5.109, 0.060, 1.206], [2.051, -2.703, -0.540], [-2.924, 1.141, -1.457], [3.523, 1.463, -1.712], [4.148, -1.902, 1.013], [-0.078, 0.326, 0.520], [1.309, 2.296, 1.221], [4.318, 0.146, 0.100], [2.925, 2.128, 2.985], [0.961, 0.965, 1.400], [-1.915, -5.551, 0.169], [-0.102, -1.638, -0.819], [2.676, -1.569, -0.927], [-0.622, 3.361, -2.030], [-5.274, 1.324, 1.958], [4.977, -1.182, 1.714], [-2.655, 1.990, -2.603], [3.092, 2.660, -2.406], [1.594, 0.223, 2.388], [-3.533, -0.281, 2.791], [-1.395, -4.378, -0.659], [-3.353, 1.666, -0.289], [3.722, -1.105, -0.013], [1.596, 2.601, -2.578], [0.753, 3.525, -1.978], [-1.550, -4.670, -2.149], [4.200, 1.470, -0.561], [-3.004, 2.172, 2.645], [2.575, 0.802, 3.175], [0.068, -4.107, -0.282], [-1.177, 2.271, -2.687], [0.703, -2.932, -1.025], [1.036, 1.541, -3.284], [-3.778, 1.013, 2.013], [-0.334, 1.374, -3.333], [2.286, 2.876, 2.011], [-1.815, -5.351, 1.234], [5.639, 0.848, 1.550], [-1.989, -3.491, -0.418], [0.739, -3.122, -2.103], [-0.871, -5.462, -2.457], [0.124, -3.903, 0.791], [2.323, -3.077, 0.358], [3.398, 3.525, -1.812], [-2.965, -5.731, -0.046], [-1.358, -6.456, -0.064], [-3.223, 2.911, -2.455], [0.814, 2.873, 0.455], [-1.063, 0.306, 1.000], [-0.754, 0.527, -3.854], [0.663, -5.000, -0.488], [-2.467, -0.493, 2.851], [1.175, 4.373, -1.457], [-4.024, -1.112, 2.291], [2.561, 3.907, 1.856], [-3.346, 2.325, 3.665], [-3.169, 3.082, 2.076], [-2.567, -4.990, -2.361], [-5.806, 0.506, 1.477], [-1.272, 4.068, -1.535], [-5.444, 2.235, 1.393], [3.588, 2.706, -3.384], [-0.169, 0.863, -0.431], [3.082, 0.586, -2.003], [-3.005, 1.480, -3.504], [-1.350, -3.780, -2.739], [-1.936, 1.957, 2.660], [3.065, 0.213, 3.936], [-5.660, 1.454, 2.966], [3.695, 2.579, 3.594], [5.497, -1.529, 2.584], [1.328, -0.813, 2.530], [-2.472, 0.234, -1.442], [-3.928, -0.188, 3.799], [1.676, 0.824, -3.775]],
  "atomic_forces_ev_per_a": [[-0.07, 0.41, 0.15], [-0.20, -0.02, -0.10], [-0.18, -0.01, -0.10], [0.04, -0.05, 0.30], [0.17, 0.13, 0.13], [0.00, -0.12, -0.08], [-0.03, 0.09, -0.29], [0.08, -0.28, -0.10], [0.00, -0.31, -0.19], [-0.11, -0.09, -0.17], [-0.18, -0.39, -0.01], [-0.34, 0.43, 0.01], [-0.13, -0.07, 0.02], [-0.24, -0.43, 0.03], [0.02, 0.08, 0.04], [-0.01, -0.15, -0.09], [0.03, 0.30, -0.07], [0.10, -0.27, -0.18], [0.10, -0.38, -0.01], [-0.06, -0.02, -0.04], [0.26, 0.00, -0.19], [0.06, -0.03, 0.08], [-0.02, 0.08, 0.10], [0.13, 0.20, -0.04], [-0.03, -0.02, 0.00], [0.00, 0.29, -0.38], [0.13, -0.21, 0.03], [-0.03, -0.33, -0.11], [0.57, 0.70, 0.28], [0.00, 0.08, -0.02], [0.07, -0.04, -0.12], [-0.05, 0.22, 0.22], [0.03, 0.01, -0.24], [-0.08, -0.11, -0.29], [-0.03, -0.04, 0.08], [-0.22, 0.23, -0.12], [-0.03, 0.05, -0.11], [0.10, 0.15, -0.16], [-0.04, 0.13, 0.03], [-0.24, 0.21, 0.56], [-0.01, 0.11, 0.01], [0.02, 0.06, 0.08], [0.00, -0.03, 0.14], [-0.06, -0.02, 0.01], [0.01, -0.02, 0.01], [-0.13, 0.09, 0.18], [0.09, -0.13, -0.07], [0.06, -0.04, 0.07], [-0.02, 0.07, 0.00], [-0.03, -0.07, -0.14], [-0.11, -0.07, 0.00], [0.06, -0.15, -0.01], [0.04, -0.13, -0.13], [-0.02, 0.04, -0.07], [0.19, -0.01, -0.15], [-0.05, -0.12, -0.07], [0.05, -0.03, 0.03], [0.14, -0.03, 0.03], [0.06, 0.07, 0.09], [-0.07, -0.11, -0.02], [0.05, 0.10, -0.04], [-0.01, -0.02, 0.15], [0.01, 0.05, 0.05], [-0.10, -0.04, -0.08], [-0.08, -0.10, -0.01], [-0.09, 0.09, 0.06], [-0.06, 0.03, 0.02], [-0.03, 0.10, 0.13], [0.00, -0.04, 0.08], [0.14, 0.01, 0.20], [0.01, 0.12, 0.04], [0.02, 0.06, -0.16], [0.12, -0.04, 0.05], [0.04, -0.04, 0.07], [-0.04, -0.02, 0.13], [0.08, 0.05, 0.06], [0.15, 0.03, 0.20], [0.01, -0.12, 0.01], [-0.01, 0.05, 0.15], [-0.04, 0.02, 0.11], [0.08, -0.12, -0.06]],
  "lowdin_charge": [0.080, 0.124, 0.063, 0.018, 0.047, 0.005, 0.143, 0.125, 0.110, 0.108, 0.123, -0.068, -0.026, -0.076, -0.092, -0.180, -0.078, -0.441, -0.396, -0.030, -0.019, -0.168, -0.118, -0.107, -0.036, -0.019, -0.427, -0.561, -0.140, -0.205, -0.052, -0.065, -0.439, -0.012, -0.092, -0.119, -0.213, -0.195, -0.031, -0.575, -0.031, -0.073, 0.076, 0.165, 0.133, 0.159, 0.086, 0.127, 0.131, 0.122, 0.077, 0.081, 0.124, 0.093, 0.119, 0.117, 0.132, 0.077, 0.115, 0.088, 0.109, 0.090, 0.080, 0.079, 0.091, 0.119, 0.079, 0.130, 0.127, 0.086, 0.125, 0.069, 0.080, 0.103, 0.088, 0.104, 0.123, 0.117, 0.111, 0.089, 0.116],
  "gap_ev": 9.5,
  "e_lumo_ev": 0.550,
  "homo_ha": -0.32852,
  "smiles": "CC(C)C[C@H](NC(=O)c1nc[nH]c1C(=O)NCc1ccc(CNC(=O)OC(C)(C)C)cc1)C(=O)OCc1ccccc1",
  "de_lowest_kcal_mol": 2.12
}